No. 1
Here is a 2-piece molecular cluster, C4H8O2 overall from the Open Molecules 2025 dataset. Energies are from ωB97M-V with the def2-TZVPD basis set.

```
14
Properties=species:S:1:pos:R:3
O 0.9635 -0.0305 -2.1425
C 0.0318 -1.5141 -0.2637
C -0.6161 -0.7596 0.6170
C 0.0911 0.2895 1.4430
C -0.2968 1.4819 0.6128
O 0.3495 1.9291 -0.3108
H 0.0879 -0.0298 -2.5443
H 1.1137 -1.5590 -0.2948
H -0.4955 -2.1156 -0.9965
H -1.7044 -0.7286 0.6290
H 1.1764 0.1433 1.4449
H -0.2849 0.3668 2.4699
H -1.3204 1.8592 0.8013
H 0.9042 0.6673 -1.4653
```

Output
Multiplicity: 1
HOMO-LUMO gap in Eh: 0.3687
SMILES: C=CCC=O.O
Calculated total energy in Ha: -307.63803
LUMO level in eV: 0.58
Energy relative to the best compared isomer or geometry (same formula, charge and spin) in kcal per mole: 46.7
Largest force on an atom in Eh/bohr: 0.013

No. 2
Here is an isolated ion of composition C4H12NO2 and charge +1 at a distorted geometry from the Open Molecules 2025 dataset. Energies are from ωB97M-V with the def2-TZVPD basis set.

```
19
Properties=species:S:1:pos:R:3
C 1.1544 -0.5061 -1.1053
C 1.3457 0.6715 1.0281
C -0.8250 1.0698 -0.2860
C 0.4004 0.1038 0.0085
N -0.2849 -1.0528 0.9049
O -2.6452 -0.5480 -0.6048
O -1.8001 0.5421 -1.1226
H 0.8456 -1.5007 -1.3633
H 1.2614 0.0487 -2.0865
H 2.2011 -0.3792 -0.8301
H 2.0750 1.4916 0.5944
H 0.6793 1.1256 1.7508
H 1.8639 -0.0304 1.6262
H -0.3716 1.9199 -0.8939
H -1.2151 1.6694 0.5717
H 0.2779 -1.8954 0.6191
H -1.2624 -1.2124 0.4528
H -0.3150 -1.0521 1.8760
H -3.3853 -0.4652 -1.1401
```

Output
Multiplicity: 1
HOMO-LUMO gap in Eh: 0.4153
SMILES: CC(C)([NH3+])COO
Calculated total energy in Ha: -364.44767
Net charge: +1
LUMO level in eV: -3.20
Energy relative to the best compared isomer or geometry (same formula, charge and spin) in kcal per mole: 117.7
Largest force on an atom in Eh/bohr: 0.121

No. 3
Here is a 2-piece molecular cluster, C8H13N5 overall at a distorted geometry from the Open Molecules 2025 dataset. Energies are from ωB97M-V with the def2-TZVPD basis set.

```
26
Properties=species:S:1:pos:R:3
C 3.6668 -0.4407 0.6654
C 2.8018 -1.0349 -1.1676
C 2.6315 0.4325 0.4759
C 1.8647 1.5446 0.8543
C -0.8947 -1.6562 0.9341
C -3.6024 0.8295 -0.3093
C -1.2952 -0.9591 -0.3707
C -2.1335 1.1781 -0.1163
N 3.8503 -1.2900 -0.3817
N 1.0515 1.7524 -0.1819
N 2.0533 0.0065 -0.7392
N 1.1560 0.8496 -1.1818
N -1.1084 0.4487 -0.2809
H 4.3933 -0.4658 1.3821
H 2.5904 -1.4840 -2.1413
H 2.0304 2.1934 1.6443
H -1.3545 -1.4380 1.8135
H -1.0398 -2.7297 0.8285
H 0.1314 -1.4554 1.0562
H -3.8071 0.3288 0.6474
H -4.2381 1.7468 -0.4550
H -3.9663 0.1422 -1.0716
H -0.7540 -1.3887 -1.3008
H -2.3442 -1.3564 -0.5830
H 0.1141 2.0801 -0.1077
H -1.7970 2.1654 0.0870
```

Output
Multiplicity: 3
HOMO-LUMO gap (alpha / beta) in Eh: 0.2205 / 0.2883
Calculated total energy in Ha: -586.17656
Expectation value of S²: 2.0309
LUMO level (alpha / beta) in eV: 0.84 / -1.01
Energy relative to the best compared isomer or geometry (same formula, charge and spin) in kcal per mole: 0.0
Largest force on an atom in Eh/bohr: 0.076

No. 4
Here is one molecule with the formula C2H4F3N at a distorted geometry from the Open Molecules 2025 dataset. Energies are from ωB97M-V with the def2-TZVPD basis set.

```
10
Properties=species:S:1:pos:R:3
C 0.3264 1.1092 0.0719
C 0.1522 -0.3062 0.1694
H -0.7641 0.9218 -1.7401
H -1.2977 2.1205 -0.5788
H 1.4401 1.2730 0.0123
H -0.0691 1.4602 1.0176
N -0.5185 1.6387 -1.0025
F -1.2387 -0.6682 0.0332
F 0.9480 -1.0278 -0.7207
F 0.4517 -0.7555 1.4495
```

Output
Multiplicity: 1
HOMO-LUMO gap in Eh: 0.4005
SMILES: NCC(F)(F)F
Calculated total energy in Ha: -432.95177
LUMO level in eV: 0.90
Energy relative to the best compared isomer or geometry (same formula, charge and spin) in kcal per mole: 15.0
Largest force on an atom in Eh/bohr: 0.093

No. 5
Here is C18H10BrF6N3O5S2V as an isolated structure from the Open Molecules 2025 dataset. Energies are from ωB97M-V with the def2-TZVPD basis set.

```
46
Properties=species:S:1:pos:R:3
V 0.5925 -0.1730 -0.0996
Br 5.8874 5.0380 0.4909
C 4.7449 3.5612 0.2696
C 5.2892 2.2853 0.1177
C 4.4740 1.1810 -0.0514
C 3.0988 1.3594 -0.0570
O 2.3038 0.2842 -0.2379
C 2.5352 2.6315 0.1001
C 1.1169 2.8342 0.0580
N 0.2410 1.8887 -0.0239
C -1.1522 2.1940 -0.1138
C -1.7520 3.3397 0.3346
C -3.1420 3.5168 0.1711
C -3.9080 2.5541 -0.4236
C -3.3142 1.3515 -0.8720
C -4.0310 0.2968 -1.4856
C -3.3793 -0.8437 -1.8636
C -2.0019 -0.9567 -1.6136
N -1.2995 0.0218 -1.0772
C -1.9320 1.1760 -0.7083
C 3.3807 3.7415 0.2543
H 6.3638 2.1641 0.1308
H 4.8913 0.1921 -0.1736
H 0.7778 3.8678 0.0600
H -1.1843 4.1093 0.8398
H -3.5977 4.4278 0.5327
H -4.9741 2.6914 -0.5465
H -5.0978 0.4005 -1.6397
H -3.8991 -1.6721 -2.3215
H -1.4744 -1.8790 -1.8287
H 2.9578 4.7314 0.3653
F 3.1003 -2.5722 -0.1146
C 1.8787 -3.0093 -0.3373
F 1.9005 -4.2826 -0.6337
F 1.3604 -2.2997 -1.3763
S 0.8012 -2.7316 1.2160
O -0.2616 -1.7477 0.7070
O 1.6746 -2.0946 2.1468
N 0.2315 -4.0711 1.6247
S -0.8416 -4.8854 0.7018
O -0.5517 -6.2674 0.8035
O -1.0329 -4.2347 -0.5626
C -2.4076 -4.5878 1.6497
F -2.5014 -3.2967 1.9848
F -2.4348 -5.3299 2.7422
F -3.4310 -4.9049 0.8606
```

Output
Multiplicity: 3
HOMO-LUMO gap (alpha / beta) in Eh: 0.2573 / 0.2685
Calculated total energy in Ha: -6145.80460
Net charge: +1
Expectation value of S²: 2.0174
LUMO level (alpha / beta) in eV: -5.03 / -4.74
Largest force on an atom in Eh/bohr: 0.016